Entry i
Formula: C3H2N2O2
Source: OMol25
Level of theory: ωB97M-V/def2-TZVPD

Its orbital gap is 10.9 eV.

Geometry as ORCA input:
```
! wB97M-V def2-TZVPD RIJCOSX def2/J DEFGRID3
* xyz 0 1
O -1.29832 0.48726 -1.37060
C -1.51973 -0.24750 -0.45209
C 0.28188 1.62253 1.37086
N 0.93365 0.88211 0.70856
C 1.38577 -0.17978 -0.04056
N 0.65932 -1.17195 -0.37805
O -0.64225 -1.08835 0.15428
H -2.48154 -0.36410 0.06856
H 2.42780 -0.16062 -0.34574
*
```


Entry ii
Formula: C3H2N2O2
Source: OMol25
Level of theory: ωB97M-V/def2-TZVPD

Its orbital gap is 10.8 eV.

Geometry as ORCA input:
```
! wB97M-V def2-TZVPD RIJCOSX def2/J DEFGRID3
* xyz 0 1
N -1.31562 -0.43551 0.12917
C -0.07342 -0.02412 0.48682
O 0.82798 -0.76330 -0.15832
C 2.06855 -0.10250 -0.10448
O 2.96058 -0.41368 -0.81811
C -2.18484 0.60720 0.19613
N -2.79097 1.59297 0.18892
H -1.50795 -1.17810 -0.54596
H 2.01569 0.71703 0.62584
*
```


Entry iii
Formula: C3H2N2O2
Source: OMol25
Level of theory: ωB97M-V/def2-TZVPD

Its SMILES is O=C=C1N=CNO1. Its orbital gap is 8.5 eV.

Geometry as ORCA input:
```
! wB97M-V def2-TZVPD RIJCOSX def2/J DEFGRID3
* xyz 0 1
O -3.03844 0.19168 -0.77836
C -1.88540 0.07996 -0.62055
C -0.57899 -0.17062 -0.58275
N 0.42544 0.79869 -0.76550
C 1.32402 0.43957 0.06200
N 1.06152 -0.75649 0.78663
O -0.08848 -1.27197 0.11948
H 0.75612 -0.51802 1.73704
H 2.24299 0.98194 0.25716
*
```


Entry iv
Formula: C3H2N2O2
Source: OMol25
Level of theory: ωB97M-V/def2-TZVPD

Its orbital gap is 9.9 eV.

Geometry as ORCA input:
```
! wB97M-V def2-TZVPD RIJCOSX def2/J DEFGRID3
* xyz 0 1
C -2.28983 -1.15545 0.06096
C -0.85631 -0.84076 -0.30389
C -2.07448 -2.36583 -0.84240
N -0.69644 -2.11011 -0.74512
N 0.02839 0.13142 -0.23923
O -2.92664 -0.82679 1.01910
O -2.76618 -3.00895 -1.55528
H -0.05783 1.16758 -0.10402
H 0.97324 -0.09120 -0.74523
*
```


Comparing the structures above, entry iv comes out on top by 26.5 kcal/mol.